Density functional theory data (the ωB97M-V functional and the def2-TZVPD basis) for a 6-piece molecular cluster, C31H42F15IN3O12 overall.

The geometry in XYZ format:
```
104
Properties=species:S:1:pos:R:3:forces:R:3
C -5.958582 2.475091 5.221994 -0.29 -0.16 -0.19
C -6.168056 1.013017 4.945077 -0.22 0.15 -0.77
N -6.013126 0.600192 3.531863 -0.43 0.28 0.06
C -4.757825 0.874605 2.990628 -3.60 -3.34 3.14
C -4.536435 1.905025 2.273045 -0.87 4.27 -2.61
N -3.351284 2.120529 1.766571 -0.32 2.73 -1.76
N -3.068057 3.245396 0.942592 -0.22 0.00 0.26
C -2.391601 1.298264 1.990769 3.11 3.38 -3.22
C -2.582016 0.268719 2.714720 3.18 -4.29 1.91
C -3.753430 0.025710 3.220912 -1.23 -2.64 2.49
C -3.976364 -1.207485 3.999433 -0.89 -2.40 -1.48
O -4.468162 -2.181807 3.449719 0.51 1.45 1.14
O -3.542923 -1.126322 5.232591 -0.70 0.53 0.23
C -4.225610 -1.954117 6.180896 0.66 -0.45 0.66
C -3.357669 -3.023076 6.824518 0.27 0.14 0.01
C -3.525068 -3.006600 8.312184 -0.23 0.27 0.19
I -1.291614 -2.848888 6.318560 0.14 -0.14 -0.08
H -6.004072 2.626180 6.280050 0.27 0.25 0.70
H -6.771503 3.043868 4.815749 -0.52 0.41 -0.38
H -5.051478 2.872254 4.810386 0.70 0.19 0.03
H -7.178651 0.787920 5.202014 -0.69 -0.47 0.28
H -5.532010 0.403319 5.544072 0.54 -0.47 0.45
H -6.714367 1.036583 2.951302 -0.37 0.01 0.12
H -5.336810 2.574268 2.082933 -0.28 0.90 -0.36
H -3.920581 3.478867 0.452988 -0.17 -0.12 -0.38
H -2.906564 4.033444 1.559645 0.31 0.11 0.17
H -1.470986 1.525447 1.527917 0.84 0.30 -0.47
H -1.777745 -0.399374 2.882795 0.73 -0.57 0.15
H -5.109605 -2.410700 5.780196 -0.31 -0.14 -0.67
H -4.540593 -1.300789 6.965617 -0.09 0.76 0.40
H -3.659214 -3.993280 6.510298 -0.05 -0.69 -0.76
H -4.551995 -2.789518 8.563060 -0.55 0.02 0.10
H -3.300427 -3.958417 8.732123 0.36 -0.70 0.40
H -2.919663 -2.256236 8.776484 0.39 0.48 0.35
C -3.606409 -3.357737 0.712554 0.29 0.17 -0.26
C -3.294068 -4.746406 0.202096 -0.41 0.05 0.28
O -2.273892 -4.720069 -0.818549 -0.17 -0.09 -0.13
C -1.025713 -4.621150 -0.408037 -0.20 -0.05 0.10
O -0.640262 -4.535381 0.719039 0.19 0.06 0.13
C -0.090642 -4.669122 -1.627268 0.31 -0.03 -0.29
F -0.536976 -3.879759 -2.610642 -0.09 0.13 -0.02
F -0.007318 -5.910399 -2.105214 -0.14 -0.22 0.01
F 1.137695 -4.277778 -1.310471 0.04 0.17 0.16
H -3.872203 -2.698016 -0.115884 -0.09 -0.07 -0.04
H -4.431142 -3.387124 1.416099 -0.05 -0.05 0.04
H -2.740522 -2.923608 1.213549 -0.01 -0.09 0.10
H -4.168807 -5.180458 -0.273582 0.08 -0.02 -0.21
H -2.999615 -5.410727 1.011532 0.24 0.01 -0.01
C 2.939037 -5.297883 1.309570 -0.02 0.35 -0.03
C 4.341468 -5.192863 1.867810 -0.24 -0.59 -0.06
O 4.884610 -3.868444 1.676462 0.16 -0.03 -0.12
C 4.509221 -2.954338 2.544681 0.01 -0.20 -0.02
O 3.772820 -3.093675 3.473817 -0.16 0.12 0.18
C 5.206780 -1.621283 2.224985 0.08 0.28 0.00
F 5.149815 -1.328971 0.918877 -0.10 -0.25 -0.10
F 6.489590 -1.663948 2.578334 0.19 -0.14 0.04
F 4.636375 -0.617469 2.883355 -0.20 0.09 0.13
H 2.924021 -4.998575 0.261975 0.05 -0.12 -0.01
H 2.578128 -6.321940 1.389104 0.03 -0.04 0.01
H 2.249094 -4.646669 1.844333 -0.02 -0.06 0.08
H 5.011168 -5.862043 1.335159 0.15 0.16 -0.09
H 4.378262 -5.462372 2.921183 -0.01 0.21 0.09
C 5.286202 1.433827 -0.431641 0.12 0.47 -0.37
C 3.794518 1.283114 -0.610155 0.23 -0.37 0.45
O 3.243436 2.323898 -1.444597 -0.18 0.09 0.21
C 3.383963 2.156266 -2.745710 0.03 -0.09 0.16
O 3.919496 1.246665 -3.298299 0.04 -0.10 -0.27
C 2.697529 3.316715 -3.485199 -0.13 0.26 -0.26
F 3.001129 4.500465 -2.936370 -0.02 -0.31 0.32
F 1.365242 3.180097 -3.440618 -0.14 -0.12 0.18
F 3.051647 3.353939 -4.758959 0.19 -0.09 -0.15
H 5.530305 2.425187 -0.048817 -0.06 0.00 0.08
H 5.654847 0.693008 0.262260 0.05 -0.06 0.09
H 5.812310 1.313893 -1.377788 -0.04 -0.10 -0.02
H 3.289979 1.382313 0.348300 -0.11 0.18 -0.04
H 3.538881 0.305296 -1.015426 -0.01 0.06 -0.21
C 0.250550 -2.439793 -5.507609 0.06 0.21 -0.22
C -0.713780 -3.495792 -6.001860 0.24 -0.01 0.54
O -1.422821 -3.035323 -7.167123 -0.24 -0.07 0.11
C -0.772255 -3.127988 -8.314818 -0.02 -0.07 0.18
O 0.330567 -3.549777 -8.477619 0.19 -0.05 -0.17
C -1.678182 -2.639454 -9.458591 -0.01 0.11 -0.08
F -2.287208 -1.495108 -9.135460 -0.06 0.11 0.05
F -2.619277 -3.552341 -9.716727 -0.11 -0.13 0.02
F -0.974042 -2.439983 -10.559943 0.14 0.00 -0.16
H -0.273931 -1.499599 -5.331428 -0.05 -0.04 0.09
H 0.724520 -2.757357 -4.581232 -0.01 -0.05 0.02
H 1.029471 -2.243165 -6.241939 0.05 -0.09 -0.01
H -1.472088 -3.692867 -5.248345 -0.20 0.06 -0.14
H -0.208606 -4.436971 -6.209756 0.04 0.03 -0.23
C 3.703040 7.123946 -4.176632 -0.10 0.52 -0.15
C 5.127409 7.243614 -3.684430 -0.18 -0.55 -0.07
O 5.635834 8.580818 -3.854924 0.16 -0.09 -0.13
C 5.278254 9.454831 -2.934206 0.00 -0.18 -0.01
O 4.582729 9.250259 -1.985444 -0.10 0.11 0.20
C 5.934734 10.814366 -3.231703 -0.04 0.13 -0.04
F 5.817737 11.134573 -4.520770 -0.01 0.02 -0.15
F 7.235265 10.767890 -2.929200 0.16 -0.06 0.04
F 5.371231 11.772072 -2.510838 -0.09 0.11 0.14
H 3.627525 7.457557 -5.211930 0.08 -0.05 -0.04
H 3.366453 6.098320 -4.113788 0.08 0.09 -0.12
H 3.029270 7.745092 -3.586945 0.02 -0.04 0.09
H 5.782942 6.603604 -4.269390 0.13 0.17 -0.09
H 5.218745 6.940015 -2.642900 -0.02 0.19 0.09
```
Forces are in eV/Å.

Calculated values
LUMO = -4.33 eV
total charge = +1
Kohn-Sham gap = 0.277 Eh
largest force on an atom = 0.1134 hartree/bohr
total energy = -110724.4246 eV